Record 1
DFT (ωB97M-V/def2-TZVPD) results for a single C3H8N2OS molecule.

## Properties
Total charge = 0
SMILES = NC(=O)[C@@H](N)CS
Frontier orbital gap = 10.1 eV
Highest occupied orbital energy = -9.3 eV

```
15
C3H8N2OS ωB97M-V/def2-TZVPD
N -1.37 0.43 -0.15
C -0.16 -0.31 0.14
C 0.64 -0.67 -1.11
S -0.34 -1.75 -2.23
C 0.73 0.51 1.09
N 0.07 1.39 1.90
O 1.94 0.49 0.96
H -1.10 1.26 -0.67
H -1.98 -0.17 -0.69
H -0.36 -1.26 0.65
H 1.61 -1.13 -0.96
H 0.82 0.21 -1.74
H -0.40 -2.80 -1.40
H -0.72 1.93 1.60
H 0.61 1.86 2.61
```

=====

Record 2
DFT (ωB97M-V/def2-TZVPD) results for a single C3H8N2OS molecule.

## Properties
Total charge = 0
SMILES = CSCO/C=N\N
Frontier orbital gap = 9.2 eV
Highest occupied orbital energy = -8.4 eV

```
15
C3H8N2OS ωB97M-V/def2-TZVPD
C 1.87 0.89 0.37
C 0.33 -0.93 -0.78
C -1.17 -0.91 1.10
H 1.29 1.23 1.36
H 2.90 1.34 0.82
H 1.49 1.51 -0.40
H 0.39 -1.65 -1.54
H -0.04 0.05 -1.30
H -0.99 -0.94 2.11
H -1.83 -0.32 -1.07
H -2.17 1.57 -1.00
N -1.88 0.07 0.78
N -1.63 0.51 -0.63
O -0.50 -1.68 0.06
S 1.94 -0.75 0.14
```

=====

Record 3
DFT (ωB97M-V/def2-TZVPD) results for a single C3H8N2OS molecule.

## Properties
Total charge = 0
SMILES = [H]/N=C(/NS)[C@@H](C)O
Frontier orbital gap = 9.9 eV
Highest occupied orbital energy = -9.3 eV

```
15
C3H8N2OS ωB97M-V/def2-TZVPD
C 0.84 1.45 -0.43
C 0.52 0.31 0.54
C -0.80 -0.36 0.14
H -0.04 2.09 -0.39
H 0.99 1.12 -1.48
H 1.68 2.04 -0.10
H 1.24 -0.48 0.54
H -0.08 0.17 2.41
H -1.71 0.98 1.03
H -1.70 -1.82 -0.88
H 0.81 -3.10 -1.30
N -1.87 0.12 0.57
N -0.77 -1.47 -0.69
O 0.43 0.85 1.84
S 0.45 -1.90 -1.81
```

=====

Record 4
DFT (ωB97M-V/def2-TZVPD) results for 2 unconnected molecules or ions with the total composition C3H8N2OS.

## Properties
Total charge = 0
Frontier orbital gap = 4.0 eV
Highest occupied orbital energy = -7.6 eV

```
15
C3H8N2OS ωB97M-V/def2-TZVPD
N -0.55 0.87 1.86
C -0.31 0.29 0.60
C 0.10 1.10 -0.60
S -1.96 -1.64 -1.85
C 1.17 0.00 0.25
N 1.42 -1.19 -0.44
O 2.02 0.48 0.99
H 0.28 1.16 2.35
H -3.13 -2.28 -1.71
H -1.30 1.54 1.91
H -0.99 -0.51 0.35
H -0.66 0.92 -1.36
H 0.53 2.09 -0.68
H 1.03 -1.35 -1.36
H 2.37 -1.49 -0.31
```

=====

Record 5
DFT (ωB97M-V/def2-TZVPD) results for a single C3H8N2OS molecule.

## Properties
Total charge = 0
SMILES = CSCO/C=N\N
Frontier orbital gap = 9.2 eV
Highest occupied orbital energy = -8.5 eV

```
15
C3H8N2OS ωB97M-V/def2-TZVPD
C -0.60 -2.24 -0.01
C -1.21 0.01 -0.75
C 0.39 1.40 0.01
H -0.33 -3.39 -0.02
H -1.76 -2.24 0.17
H -0.02 -1.84 0.80
H -1.50 0.47 -1.59
H -2.33 -0.35 -0.48
H 0.45 1.31 -1.06
H 2.42 1.51 2.32
H 0.75 0.78 2.32
N 1.30 1.92 0.73
N 1.25 1.62 2.10
O -0.46 0.54 0.41
S -0.21 -1.28 -1.31
```

=====

Record 6
DFT (ωB97M-V/def2-TZVPD) results for a single C3H8N2OS molecule.

## Properties
Total charge = 0
SMILES = CCN(O)/C=N\S
Frontier orbital gap = 8.9 eV
Highest occupied orbital energy = -8.6 eV

```
15
C3H8N2OS ωB97M-V/def2-TZVPD
C 2.81 -0.72 -0.59
C 1.92 -0.52 0.74
C 0.16 0.90 -0.30
H 3.81 -1.44 -0.37
H 3.02 0.31 -1.02
H 2.14 -1.21 -1.43
H 1.89 -1.53 1.28
H 2.35 0.26 1.44
H -0.32 -1.33 1.97
H 0.91 1.60 -0.43
H -1.58 -1.02 -0.35
N 0.49 -0.39 0.35
N -1.00 1.20 -0.75
O -0.20 -0.20 1.56
S -2.28 0.14 -0.62
```

=====

Record 7
DFT (ωB97M-V/def2-TZVPD) results for a single C3H8N2OS molecule.

## Properties
Total charge = 0
SMILES = NC(=O)[C@@H](N)CS
Frontier orbital gap = 9.8 eV
Highest occupied orbital energy = -9.1 eV

```
15
C3H8N2OS ωB97M-V/def2-TZVPD
N -0.99 -1.23 0.60
C -0.22 -0.24 -0.15
C -0.67 1.18 0.24
S -2.25 1.66 -0.54
C 1.27 -0.37 0.18
N 2.07 -0.40 -0.93
O 1.72 -0.36 1.30
H -0.93 -2.14 0.15
H -3.00 0.85 0.24
H -0.61 -1.31 1.53
H -0.47 -0.36 -1.21
H 0.12 1.88 -0.04
H -0.76 1.24 1.33
H 1.67 -0.19 -1.84
H 3.05 -0.20 -0.88
```

=====

Record 8
DFT (ωB97M-V/def2-TZVPD) results for a single C3H8N2OS molecule.

## Properties
Total charge = 0
SMILES = NC(=O)NCCS
Frontier orbital gap = 10.2 eV
Highest occupied orbital energy = -9.5 eV

```
15
C3H8N2OS ωB97M-V/def2-TZVPD
C 0.54 0.02 0.12
C 0.76 0.87 1.35
S 2.45 0.64 2.01
N -0.85 0.21 -0.28
C -1.61 -0.63 -1.06
N -0.88 -1.58 -1.75
O -2.82 -0.53 -1.13
H 0.66 -1.02 0.36
H 1.16 0.30 -0.73
H 0.49 1.91 1.18
H 0.06 0.55 2.12
H 2.79 1.93 2.03
H -1.38 1.02 -0.01
H -1.41 -2.32 -2.15
H 0.06 -1.38 -2.04
```